C3H10NO3 | wB97M-V/def2-TZVPD

```
17
Properties=species:S:1:pos:R:3:forces:R:3:mulliken_charge:R:1
O 2.070586 1.471489 0.618573 0.19 0.08 -0.16 -0.681
O -0.033024 -2.062398 -1.327926 0.15 -0.46 -0.03 -0.432
O 0.270062 0.143309 -1.426095 -0.06 -0.01 0.45 -0.526
N -0.320450 0.995296 1.739221 0.19 -0.62 -0.29 -0.234
C -1.214655 -0.781195 0.210054 -0.10 0.19 0.65 -0.600
C -1.410739 0.612594 0.770780 -0.26 -0.74 0.98 -0.586
C -0.241817 -0.825311 -0.915445 -0.05 0.38 -1.10 0.565
H -2.208519 -1.158723 -0.034170 0.19 -0.11 -0.54 0.380
H -0.479896 1.948134 2.040437 0.29 0.33 0.15 0.352
H 0.630397 0.900976 1.298477 -0.03 0.64 -0.13 0.267
H 1.863921 2.115009 -0.074271 0.07 -0.13 0.01 0.340
H -0.287712 0.408556 2.573999 -0.34 -0.05 -0.02 0.386
H 0.581833 -2.036434 -2.078062 0.00 -0.05 -0.04 0.372
H -0.858859 -1.494448 0.956660 -0.02 0.09 0.26 0.337
H -1.455365 1.388827 0.016239 -0.05 -0.05 -0.11 0.348
H -2.320546 0.559650 1.369638 -0.06 0.49 -0.17 0.389
H 2.835874 0.987057 0.279456 -0.11 0.02 0.12 0.324
```
Positions in Å, forces in eV/Å.

Results
LUMO level ... -3.33 eV
Net charge ... +1
Molar mass ... 108.117 g/mol
HOMO level ... -0.5408 Eh
Relative energy (zero: lowest compared OMol25 entry of this formula, charge and spin) ... 0.319 eV